45
Properties=species:S:1:pos:R:3:forces:R:3 method="wB97M-V/def2-TZVPD" spin_multiplicity=1 total_energy_ev=-30167.859 smiles="CC(C)Oc1ccc(CCC(=O)NNC(=O)CCC(=O)O)cc1" de_lowest_kcal_mol=18.6
C 3.2474 -1.9233 1.0928 0.0102 -0.0086 -0.1727
N 2.6051 0.3207 -1.0518 -0.5243 0.1570 -0.4549
C -0.9285 3.1825 -0.2721 0.1787 -0.0181 -0.0741
C -0.9286 -1.8329 0.0470 0.3528 -0.1462 0.0921
C 1.7764 -1.9237 0.7884 -0.0243 -0.0660 0.2835
H 3.5918 -2.9430 1.2758 0.0241 0.0401 0.0639
C -0.3789 -0.8334 0.8435 -0.3139 0.0260 -0.0372
C 3.6954 0.1156 -0.2678 -0.0865 -0.2375 -0.5085
H -1.1517 2.4206 2.8453 0.2070 0.0442 -0.2212
H 1.0205 3.8402 -0.9447 -0.0106 0.0513 -0.0506
H -1.3854 4.1716 -0.2018 -0.0454 -0.0443 0.0108
N 2.0456 1.5990 -1.0934 0.7491 -0.1064 0.2250
H 3.8362 -1.8996 -0.9970 0.0218 -0.0385 -0.0216
H 1.3694 -0.0818 1.7988 0.0414 0.1083 0.0569
H -4.7246 0.0367 -1.3801 -0.0946 0.0842 -0.0013
O -1.4750 2.6682 1.9641 -0.5887 -0.0331 0.2199
H -4.3574 0.1834 1.1720 -0.0754 0.0975 0.0317
C -0.4567 2.7822 1.1033 0.0408 0.0585 -0.0075
H 5.1194 -1.4059 0.1356 -0.0254 0.0855 -0.1209
C 0.9570 -0.8826 1.2005 0.0777 -0.2517 0.0335
O -2.2085 -1.8807 -0.3927 -0.0119 -0.1568 -0.0894
O 0.0571 0.8232 -1.7981 -0.2685 -0.1894 -0.0906
H 1.9392 -0.4067 -1.2899 0.1038 0.0875 0.0958
O 4.3072 1.0461 0.2168 0.1290 0.2975 0.3242
H -1.7032 2.4797 -0.5864 -0.0190 0.0629 0.0275
C -3.7589 -0.7190 1.0788 0.3503 -0.0716 -0.2694
C 0.7434 1.7492 -1.4056 0.3533 0.3079 -0.1152
H -0.9769 -0.0028 1.1826 -0.1081 0.0764 0.0122
C 0.2259 3.1724 -1.2736 -0.1720 -0.2496 0.2505
H -4.6133 -1.7316 -1.3568 -0.1007 -0.0918 0.0134
H 3.4491 -1.3256 1.9832 0.0394 -0.0600 0.0319
H -0.1417 3.4965 -2.2479 0.0793 -0.0324 0.0111
C -3.0434 -0.7367 -0.2728 -0.4494 0.3727 0.0600
H -3.0447 -0.7532 1.8980 0.0325 0.0210 0.1036
H -0.5505 -3.6785 -0.9481 -0.0596 -0.0941 -0.0813
H -3.5139 -0.7934 -2.3715 0.0081 0.0157 -0.1095
H 2.5722 2.2546 -0.5236 -0.2112 -0.0808 -0.0915
C 4.0540 -1.3405 -0.0867 0.0645 0.0611 0.3126
O 0.6850 2.5834 1.4195 0.1964 0.0078 0.0555
C -4.0434 -0.8086 -1.4229 0.4309 -0.0142 0.2104
H 1.8292 -3.7660 -0.3030 0.0646 -0.1128 -0.0449
H -2.4309 0.1674 -0.3918 -0.0145 -0.1342 0.0009
C -0.1145 -2.8986 -0.3441 -0.2689 0.1169 -0.0417
C 1.2135 -2.9383 0.0199 0.0042 0.1408 0.0622
H -4.4094 -1.5867 1.1583 -0.0873 -0.0826 0.0147